Here is C4H11NO2 in the gas phase in a non-equilibrium geometry from OMol25. Energies are from ωB97M-V/def2-TZVPD.

Structure (XYZ):
```
18
Properties=species:S:1:pos:R:3:forces:R:3
C 0.9866 -0.2614 -1.8688 -0.07 0.33 0.17
C 0.6154 0.2363 -0.4911 -2.31 -2.82 -0.31
N -0.1175 2.3632 0.3321 -0.06 -0.18 -0.04
O -0.2593 1.3022 -0.6169 0.12 0.61 -0.21
O 1.6558 0.4096 0.3557 -1.19 -2.03 2.88
H 0.8791 2.4107 0.5553 -0.26 -0.09 0.04
H -0.6046 2.0527 1.1717 0.14 -0.02 0.00
H 0.0975 -0.3918 -2.4810 0.00 -0.01 -0.05
H 1.5353 -1.1957 -1.7897 -0.02 -0.06 0.02
H 1.6313 0.4895 -2.3279 0.02 0.01 -0.06
C -1.4642 -0.6678 1.2052 0.08 0.06 -0.07
C -0.3039 -1.1634 0.3556 -0.41 1.20 -1.65
H -1.1130 -0.2124 2.1340 -0.07 0.03 0.04
H -2.1373 -1.4845 1.4733 0.04 0.01 0.05
H -2.0503 0.0704 0.6556 0.03 0.00 0.02
H -0.6720 -1.7308 -0.4983 -0.10 -0.03 -0.02
H 0.3073 -1.8960 0.9068 0.43 0.38 -0.03
H 1.0140 -0.3309 0.9287 3.62 2.60 -0.76
```
Positions in Å, forces in eV/Å.

Output
SMILES   CC[C@](C)(O)ON
ΔE to the lowest compared entry with this formula, charge and spin   456.5 kJ/mol
LUMO   0.9 eV
Total charge   0
HOMO   -9.087 eV

***

Here is a molecular structure, C33H40N6NiO in a non-equilibrium geometry from OMol25. Energies are from ωB97M-V/def2-TZVPD.

Structure (XYZ):
```
81
Properties=species:S:1:pos:R:3:forces:R:3
Ni 0.5239 0.0454 0.9025 -1.33 -0.03 -0.54
N -0.3617 -2.6443 3.2885 -0.40 -0.88 1.68
N 0.2710 -2.3866 -0.1696 -0.73 -0.21 -3.10
C 2.0317 1.4242 0.5342 0.48 0.52 1.04
C 2.7309 0.2010 0.7770 0.02 0.77 0.84
C 2.3840 -0.2425 2.0760 0.31 0.47 0.36
C 3.0277 -1.3541 2.8284 0.07 -0.05 0.20
H 3.6188 -1.9978 2.1619 -0.13 0.01 0.18
H 2.2716 -1.9608 3.3456 0.18 -0.04 -0.09
H 3.7128 -0.9535 3.5958 0.00 -0.12 -0.04
C 1.4508 0.6756 2.6469 1.02 0.20 -0.14
C 0.9868 0.6355 4.0548 -0.09 0.04 0.11
H 1.7186 1.1168 4.7190 -0.04 0.00 0.17
H 0.8549 -0.4066 4.3646 -0.07 0.12 0.11
H 0.0260 1.1498 4.1450 0.10 -0.09 0.18
C 1.2791 1.7497 1.7222 1.15 -0.17 -0.42
C 0.6382 3.0527 2.0060 -0.30 0.12 -0.08
H -0.2206 2.9145 2.6725 -0.03 0.19 -0.11
H 0.3116 3.5312 1.0779 -0.19 -0.01 0.06
H 1.3464 3.7414 2.4877 -0.05 0.07 0.11
C 3.7917 -0.4134 -0.0619 -0.02 -0.23 -0.07
H 4.7348 -0.4657 0.4993 0.02 -0.02 -0.12
H 3.9703 0.1695 -0.9676 0.02 -0.07 -0.03
H 3.5337 -1.4400 -0.3477 0.08 -0.07 -0.15
C 2.0902 2.2741 -0.6775 -0.37 0.20 -0.35
H 1.0685 2.4286 -1.0552 0.20 0.07 -0.06
H 2.6523 1.7767 -1.4738 0.08 0.17 -0.02
H 2.5296 3.2610 -0.4684 0.11 -0.04 -0.17
C -1.2046 -3.1990 4.1801 0.40 -0.52 -0.87
H -1.2426 -2.7269 5.1740 -0.10 -0.12 -0.40
C -2.0080 -4.3078 3.8838 -0.14 0.35 1.03
H -2.7175 -4.6624 4.6313 0.10 0.02 -0.16
C -1.8507 -4.9605 2.6569 0.35 0.21 -0.78
H -2.4371 -5.8401 2.3963 0.08 -0.02 0.21
C -0.9177 -4.4639 1.7671 -1.40 -0.12 0.57
H -0.6552 -4.9632 0.8386 -0.22 0.00 0.22
C -0.2474 -3.2543 2.0801 0.78 0.37 -1.25
C 0.6244 -2.6817 1.1323 1.31 -0.95 1.70
H 1.6751 -2.5422 1.3939 -0.83 0.67 -0.06
C 0.2442 -1.0746 -0.6075 0.23 -0.91 0.96
C 0.0619 -3.2472 -1.2587 0.39 0.17 1.07
H 0.0149 -4.3099 -1.1378 0.06 -0.18 -0.05
C -0.0273 -2.4861 -2.3466 -0.14 0.35 -0.87
H -0.1395 -2.7470 -3.3814 -0.12 -0.04 -0.17
N 0.0956 -1.1506 -1.9428 -0.03 -0.46 -1.72
C 0.1832 -0.1012 -2.9475 0.06 -0.54 0.04
C 1.3988 0.1561 -3.5995 -0.45 0.45 0.13
C 1.4692 1.2514 -4.4711 -0.29 -0.13 0.11
H 2.4181 1.4862 -4.9564 -0.15 -0.06 0.11
C 0.3536 2.0428 -4.7298 0.02 -0.31 0.11
C 0.4605 3.2394 -5.6220 0.05 0.33 -0.10
H 0.4473 4.1721 -5.0464 -0.01 -0.09 -0.02
H -0.3745 3.2807 -6.3310 0.15 0.01 0.05
H 1.4021 3.2114 -6.1773 -0.11 0.06 -0.05
C -0.8780 1.6513 -4.2114 0.20 -0.51 -0.06
H -1.7799 2.2146 -4.4535 0.15 -0.16 -0.03
C -0.9870 0.5076 -3.4157 0.30 0.49 0.14
C -2.3286 -0.0778 -3.1420 -0.56 0.23 0.49
H -2.4922 -0.9997 -3.7182 0.14 0.16 0.10
H -3.0959 0.6475 -3.4383 0.02 -0.19 0.09
H -2.4675 -0.3068 -2.0827 0.06 0.00 -0.07
C 2.5873 -0.7396 -3.4754 0.58 -0.13 0.26
H 2.5875 -1.5011 -4.2724 -0.12 0.15 0.22
H 2.6372 -1.2532 -2.5099 -0.05 0.12 -0.20
H 3.5049 -0.1494 -3.6046 -0.12 -0.17 0.10
C -3.3183 3.1995 -0.6545 0.21 -0.48 0.41
N -3.1215 2.1055 0.2900 1.42 1.09 -1.41
C -4.1010 1.7560 1.1666 -2.38 0.63 0.02
C -3.7996 0.8499 2.1404 1.49 -1.07 0.96
C -2.4633 0.3685 2.2043 -2.37 1.04 -0.20
N -1.5702 0.5144 1.1997 -0.20 1.10 -1.19
C -1.9058 1.4303 0.2177 0.63 -1.08 -0.15
O -1.1670 1.6679 -0.7627 -0.64 0.29 0.59
N -2.0572 -0.1427 3.3872 0.58 -0.74 1.49
H -3.2856 2.8153 -1.6821 0.09 0.24 0.07
H -2.5271 3.9512 -0.5055 -0.23 -0.17 -0.29
H -4.2944 3.6581 -0.4684 0.10 -0.10 0.05
H -5.0585 2.2686 1.0513 0.26 -0.28 0.06
H -4.5154 0.5681 2.9132 0.14 0.12 -0.14
H -2.7488 -0.1318 4.1257 0.22 -0.21 -0.33
H -1.3544 -0.8763 3.4385 0.02 0.19 -0.35
```
Positions in Å, forces in eV/Å.

Output
Spin multiplicity   3
LUMO (spin up / spin down)   4.5 / 4.5 eV
Total charge   -2
HOMO (spin up / spin down)   1.976 / 1.333 eV
Expectation value of S²   2.02

***

Here is a molecular structure, C10H22HoIO4P2 in a non-equilibrium geometry from OMol25. Energies are from ωB97M-V/def2-TZVPD.

Structure (XYZ):
```
40
Properties=species:S:1:pos:R:3:forces:R:3
C -0.3060 -0.9580 -2.5282 -0.72 -1.65 -0.46
C -0.7718 0.1601 -1.7085 2.24 5.79 0.24
H -0.1388 -0.6423 -3.5741 -0.24 0.35 0.50
H -1.0448 -1.7649 -2.5113 0.31 -0.03 -0.03
H 0.6424 -1.3621 -2.1380 -0.45 0.31 0.16
O -0.4048 1.3239 -1.7430 -2.07 -4.76 0.19
I -0.1084 -2.5294 0.6564 -0.01 0.85 0.35
Ho 0.0666 0.3961 1.4100 0.08 -2.07 0.31
P 2.5949 0.0337 0.2504 1.46 -0.29 -0.18
C 3.6613 1.4507 0.6504 -0.14 0.15 0.11
C 3.4542 -1.3136 1.1391 -0.29 -0.10 0.19
H 4.4628 -1.3933 0.7176 -0.14 0.00 0.18
H 4.2347 -0.3693 -1.4659 -0.30 0.02 0.02
H 2.9151 -2.2597 1.0112 0.22 0.22 0.04
H 2.7432 -1.2967 -1.7815 0.17 0.15 0.03
H 3.5146 1.7163 1.7044 0.19 0.05 -0.15
H 3.5146 -1.0758 2.2073 0.06 -0.12 -0.15
C 3.1372 -0.3275 -1.4548 -0.46 0.05 -0.28
H 4.7071 1.1691 0.4734 -0.22 0.23 0.08
H 2.8005 0.4569 -2.1427 0.11 -0.16 0.03
H 3.3820 2.3080 0.0283 0.29 -0.10 0.11
P -2.6332 0.0412 -0.1572 -2.56 -0.36 -0.92
C -3.5310 1.6128 0.1252 0.74 0.66 0.07
C -3.5282 -0.5225 -1.6456 0.28 -0.23 -0.51
H -2.9783 -1.9522 1.2029 -0.30 0.17 0.07
H -4.5441 -1.1844 0.7921 0.35 0.29 -0.25
H -3.5234 -0.4914 2.0770 0.15 -0.05 -0.23
C -3.5069 -0.9970 1.1030 0.95 -0.62 0.58
H -3.2211 -1.5476 -1.8789 -0.12 0.15 -0.10
H -4.6151 -0.5099 -1.4904 0.36 0.06 0.17
H -4.6015 1.4270 -0.0423 0.36 -0.13 -0.04
H -3.1846 2.3883 -0.5643 -0.16 0.02 0.09
H -3.2988 0.1438 -2.4859 -0.07 -0.21 0.00
H -3.3818 1.9490 1.1575 0.02 -0.02 -0.27
C 0.6610 2.4138 0.1615 1.32 5.15 -1.94
O 0.9732 3.4064 -0.3385 -1.14 -3.94 1.96
O -1.4093 1.6356 2.5378 0.42 0.13 0.43
C -0.5398 1.8149 3.4668 0.35 -0.33 -0.37
O 0.6366 1.3019 3.3600 -1.18 0.37 -0.16
H -0.8226 2.4091 4.3372 0.15 -0.01 0.11
```
Positions in Å, forces in eV/Å.

Output
Spin multiplicity   5
LUMO (spin up / spin down)   -9.2 / -9.2 eV
Total charge   +2
HOMO (spin up / spin down)   -15.446 / -15.465 eV
Expectation value of S²   6.00

***

- Which formula does entry 1 have?
  C4H11NO2

***

- Look up the total charge of the first one.
  0

***

- What is the total charge in the first record?
  0